Entry 1:
Computed, not measured: a structure of composition C30H26CoN6O2S4 in a non-equilibrium geometry, with ωB97M-V/def2-TZVPD.

- HOMO-LUMO gap (spin up / spin down) (eV) = 6.4464 / 6.4432
- total charge = -2
- spin multiplicity = 4
- energy (a.u.) = -4613.36612
- highest occupied orbital energy (spin up / spin down) (eV) = -2.102 / -2.102
- max |F| (eV/A) = 2.8
- <S²> = 3.7606
- energy relative to the best compared isomer or geometry (same formula, charge and spin) (kJ/mol) = 0.0

The geometry in XYZ format:
```
69
C30H26CoN6O2S4 (ωB97M-V/def2-TZVPD)
Co 0.84159 1.61292 0.13031
N 4.76683 2.90576 -1.26737
C 3.44273 2.66541 -0.74839
S 3.10696 1.03539 -0.32531
N 2.81803 3.82654 -0.50342
N 1.61663 3.57127 0.23752
C 1.12644 4.55195 0.86497
C 0.18144 4.43939 1.99138
C 0.00533 5.53485 2.85458
C -0.75519 5.42688 4.01422
C -1.33284 4.19589 4.33994
C -1.14821 3.11573 3.57671
C -0.30324 3.16383 2.40433
O 0.04640 2.04831 1.89603
H 5.01554 2.24741 -1.97506
H 4.79030 3.82682 -1.69812
H 1.64172 5.53763 0.71120
H 0.54455 6.44818 2.60430
H -0.91942 6.32082 4.63965
H -2.07377 4.07782 5.12970
H -1.52101 2.17642 3.85326
C -3.77020 3.40667 1.37172
C -3.35383 2.15697 1.88950
C -2.63449 1.29357 1.11665
C -2.31367 1.68344 -0.22943
N -2.66005 2.87738 -0.71743
C -3.24701 3.72675 0.08707
C -1.68619 0.69984 -1.19808
C -2.49041 -0.10669 -1.96768
C -1.96582 -0.90392 -2.93953
C -0.56956 -0.93634 -3.09309
C 0.25136 -0.17079 -2.29382
C -0.24454 0.65653 -1.28985
H -4.26558 4.15039 2.00925
H -3.56282 1.79063 2.88469
H -2.33248 0.32396 1.51293
H -3.48538 4.65417 -0.40174
H -3.58889 -0.09822 -1.74350
H -2.64113 -1.53282 -3.56047
H -0.09356 -1.55927 -3.91433
H 1.34213 -0.23216 -2.35483
C -1.75212 2.01678 -4.54616
C -0.21061 1.72355 -4.55597
C 0.64928 2.77595 -3.83590
O 0.30991 0.89665 -5.27307
H -2.45478 1.24973 -4.82224
H -1.93930 2.81966 -5.28603
H -2.02914 2.43353 -3.54542
H 0.38094 2.70858 -2.76143
H 0.42118 3.74753 -4.22354
H 1.70527 2.62946 -4.00907
S 2.80978 -4.91411 -1.05639
C 2.61188 -4.79648 0.61834
S 2.93777 -3.25630 1.48482
C 2.35465 -4.02705 2.97971
N 1.89423 -5.24215 2.78304
N 2.06744 -5.64934 1.48370
C 1.50358 -6.94100 1.24425
C 1.93898 -7.80912 0.22654
C 1.52614 -9.11499 0.22951
C 0.40601 -9.46045 0.99749
C -0.12266 -8.59368 1.91152
C 0.53019 -7.38711 2.16351
S 2.11776 -3.25097 4.51244
H 2.64298 -7.36938 -0.45732
H 2.01543 -9.87869 -0.35592
H -0.15569 -10.33271 0.77558
H -1.00410 -8.91768 2.47658
H 0.26636 -6.66949 2.94301
```

***

Entry 2:
Computed, not measured: a cluster of 3 separate species, C4H11NO2 in total in a non-equilibrium geometry, with ωB97M-V/def2-TZVPD.

- SMILES = C=CC(=C)N.O.O
- HOMO-LUMO gap (eV) = 8.2088
- energy (a.u.) = -364.18788
- highest occupied orbital energy (eV) = -7.866
- max |F| (eV/A) = 1.2
- energy relative to the best compared isomer or geometry (same formula, charge and spin) (kJ/mol) = 210.8

The geometry in XYZ format:
```
18
C4H11NO2 (ωB97M-V/def2-TZVPD)
C 0.06902 -0.04152 1.44300
C 1.23302 0.58587 1.54071
C 2.14196 0.76673 0.39715
C 3.31335 1.39435 0.52067
N 1.79814 0.13807 -0.78913
H -0.51394 -0.22597 2.30874
H -0.45134 -0.35769 0.55797
H 1.64945 0.85917 2.49707
H 3.74427 1.90318 1.36728
H 3.96326 1.52493 -0.34087
H 2.05869 0.54280 -1.67486
H 0.94104 -0.36305 -0.87461
O -5.48098 0.60198 -0.72325
H -5.18383 -0.31662 -0.75539
H -5.69296 0.73283 -1.66019
O -1.08012 -2.26538 -1.34113
H -1.71570 -2.44025 -0.64789
H -0.79331 -3.03942 -1.82527
```

***

Entry 3:
Computed, not measured: an isolated molecule of C6H11NO in a non-equilibrium geometry, with ωB97M-V/def2-TZVPD.

- SMILES = C1C[C@H]2CNC[C@H]1O2
- HOMO-LUMO gap (eV) = 8.6749
- energy (a.u.) = -364.78145
- highest occupied orbital energy (eV) = -8.019
- max |F| (eV/A) = 7.4
- energy relative to the best compared isomer or geometry (same formula, charge and spin) (kJ/mol) = 1181.5

The geometry in XYZ format:
```
19
C6H11NO (ωB97M-V/def2-TZVPD)
C -1.84411 -0.95061 0.05211
C -1.93195 0.75181 -0.09788
C -0.25481 1.09166 -0.48283
C 1.39978 1.25559 -0.25283
N 1.94498 -0.05206 0.16938
C 1.35820 -1.38469 -0.35896
C -0.20694 -1.04260 -0.16128
O 0.02758 -0.17842 -1.12537
H -2.67909 -1.33735 -0.79106
H -2.08907 -1.03516 1.11284
H -2.63873 1.01613 -0.91083
H -2.03298 1.15605 0.97279
H -0.10172 1.16516 0.64428
H 1.43483 1.80489 0.92146
H 1.84509 1.84142 -1.12720
H 2.00920 0.01394 1.25611
H 1.85843 -1.58736 -1.25640
H 2.00222 -1.93553 0.51867
H -0.10091 -0.59288 0.91699
```

***

- What is the energy in the second record?
  -364.18788 a.u.